[1]
This record from OMol25 describes C17H37BCrNO4P2 as an isolated structure in a non-equilibrium geometry. The level of theory is the ωB97M-V functional and the def2-TZVPD basis.

XYZ file:
```
63
Properties=species:S:1:pos:R:3:forces:R:3
Cr -0.204004 -0.581424 -0.194724 -0.89 2.02 0.53
P -1.834724 0.955805 -0.957873 -0.13 -1.03 0.27
P 1.670980 -1.768977 0.104555 1.22 -0.71 -1.47
O -1.614699 0.638694 2.597717 0.76 -0.02 0.19
O 0.653085 0.159987 3.158516 -0.75 -0.18 -0.39
O 2.662523 3.630007 1.776370 0.09 -1.49 -0.06
O 5.642094 2.131951 -1.795393 0.54 -0.34 0.04
N 0.154314 -0.807655 -2.193919 -0.11 0.33 -0.30
C -3.356078 0.655161 -0.049313 -0.74 0.50 -0.17
C -1.610308 0.009070 3.874496 0.54 -0.21 0.62
C -1.896781 -1.490322 3.702223 -0.01 -0.24 0.03
C 2.967073 -1.308414 1.271570 0.18 -0.23 0.13
C 0.795230 -0.916643 -4.907876 0.87 -0.39 1.12
C -2.682223 0.623094 4.749219 0.02 0.04 0.26
C 0.419114 -0.767205 5.368862 -0.07 -0.36 0.18
C 1.230610 -3.509224 0.419267 0.28 -0.09 0.43
C -1.735466 2.743501 -1.223855 0.13 0.25 0.13
C 0.076260 1.631844 4.989155 -0.04 0.22 -0.03
C -0.104536 0.246538 4.365302 -0.55 0.19 0.52
C 1.420644 -1.248612 -2.578476 0.20 -0.29 1.73
C 2.286920 -1.703968 -1.561527 -0.31 0.23 -0.45
C -2.034552 0.238806 -2.624244 -0.14 0.11 -0.33
C 1.757123 -1.220507 -3.951950 -0.58 0.05 -1.40
C -0.475083 -0.496189 -4.482923 -0.93 0.37 0.20
C -0.732846 -0.388935 -3.123855 0.16 -0.04 -0.58
B -0.311791 0.258301 2.108606 -0.20 0.08 -0.89
H -0.867471 2.981673 -1.854356 -0.23 -0.10 0.18
H 2.772853 -1.487119 -4.224174 -0.17 -0.05 -0.08
H -1.264975 -0.228221 -5.194581 0.44 -0.04 0.29
H 2.128724 -4.136855 0.378410 -0.22 -0.03 0.07
H 2.572742 -1.390566 2.291508 0.21 0.05 -0.17
H -0.389859 2.422914 4.386580 0.16 -0.21 0.08
H -3.130637 0.766723 1.019745 -0.13 -0.01 -0.28
H 4.873362 2.348644 -2.322843 -0.13 -0.10 -0.21
H 3.269488 -0.274382 1.076412 -0.12 -0.19 0.05
H 0.161628 0.919107 -0.049117 1.20 0.58 -1.86
H 1.459101 -0.525576 5.627330 -0.22 -0.09 -0.15
H -2.653878 3.100560 -1.713716 0.26 -0.08 0.16
H -2.848214 -0.498946 -2.557107 0.24 0.09 -0.11
H -2.645867 0.150095 5.738418 -0.08 0.16 -0.08
H 1.007794 -1.008016 -5.967147 0.11 0.12 0.09
H -2.064040 -1.973784 4.671922 0.05 0.11 -0.13
H 6.121017 1.429629 -2.267255 -0.43 0.42 0.17
H 3.833641 -1.962399 1.116152 -0.10 0.12 0.19
H -3.684852 -0.371371 -0.247387 0.04 0.18 0.09
H -4.128039 1.364911 -0.368654 -0.18 -0.22 0.21
H -2.359778 1.048938 -3.291254 0.03 -0.42 -0.17
H 0.371463 -1.797584 4.997347 0.10 0.24 0.00
H -1.615773 3.245834 -0.253126 -0.05 -0.10 -0.28
H -0.162486 -0.720544 6.298892 0.06 -0.01 -0.16
H 3.233874 -2.152823 -1.850826 -0.07 0.09 0.06
H -0.520646 -0.905094 1.479783 -0.14 -0.64 0.37
H 0.513979 -3.844901 -0.340178 0.20 0.16 0.16
H 2.099062 4.079646 1.157644 -0.37 0.50 -0.38
H -0.368854 1.642624 5.991869 0.03 0.10 -0.18
H -3.670434 0.427044 4.317248 0.16 0.05 0.04
H -2.553022 1.704141 4.866700 -0.03 -0.23 -0.08
H -1.078239 -2.025635 3.194862 -0.33 0.24 0.18
H 0.764380 -3.556107 1.407743 0.05 -0.28 -0.04
H 0.104787 0.949912 1.070940 -0.06 -0.05 1.21
H 1.146334 1.856850 5.099430 -0.27 -0.10 -0.13
H 2.535557 2.684925 1.521736 0.23 0.97 0.47
H -2.811918 -1.607352 3.106603 0.19 0.02 0.07
```
Forces are in eV/Å.

For the largest force on an atom, the calculation gives 2.29 eV/A. The energy above the lowest of the compared OMol25 structures with the same formula, charge and spin comes out at 0.000 eV. As for the expectation value of S²: 3.89. The calculation puts the LUMO energy (spin up / spin down) at 0.215 / 0.164 eV. Its HOMO energy (spin up / spin down) is -6.512 / -6.538 eV. Its spin multiplicity is 4. As for the HOMO-LUMO gap (spin up / spin down): 6.7 / 6.7 eV. As for the molecular weight: 444.242 u.

=====

[2]
This record from OMol25 describes C17H37NSi4TeZn as an isolated structure in a non-equilibrium geometry. The level of theory is the ωB97M-V functional and the def2-TZVPD basis.

XYZ file:
```
61
Properties=species:S:1:pos:R:3:forces:R:3
Te -0.707898 0.919074 -0.883267 0.10 -0.23 -0.96
Zn 0.720967 0.379459 -3.908173 -0.26 0.22 -0.16
Si -0.142353 0.052294 1.402522 0.01 0.10 0.13
Si -1.960785 -1.109011 2.329493 0.94 0.65 -0.69
Si -0.000993 2.246090 2.176656 -0.05 -0.95 -0.28
Si 1.883196 -1.113622 1.670080 -0.76 0.57 -0.52
N 0.920111 0.736043 -2.051481 0.38 -0.29 1.38
C -0.362622 1.858865 -4.825373 2.93 0.36 -1.28
C -1.995269 -2.828809 1.564788 -0.38 -0.21 0.15
C -1.729098 -1.191213 4.193748 -0.45 -0.31 0.32
C -1.583261 3.191836 1.771947 -0.09 0.33 0.21
C 1.460298 3.090696 1.343008 0.09 0.32 0.23
C -1.053990 -2.069968 -4.421100 0.77 -0.02 -0.46
C 2.192543 -1.250292 3.528688 0.39 -0.24 0.12
C 3.278119 -0.159772 0.831726 0.25 -0.21 0.20
C -0.087120 -2.459203 -3.450527 0.46 0.05 -0.48
C 1.020969 -1.339624 -5.161533 -0.51 -0.94 0.41
C 1.192477 -2.018812 -3.884192 -0.62 -0.40 -0.72
C -3.543747 -0.180909 1.897172 -0.28 -0.23 0.17
C 0.482879 2.559314 -5.610690 -0.13 -0.27 0.61
C 0.232831 2.200479 4.047070 0.08 0.76 0.35
C 1.739325 -2.812416 0.869167 0.25 -0.17 0.07
C -1.658058 1.807242 -4.445224 -2.51 0.39 0.19
C -0.390952 -1.390279 -5.471843 0.26 -0.72 0.37
H 3.139560 -1.786731 3.694462 -0.13 0.07 0.10
H 1.562614 2.375156 -5.569218 -0.52 0.08 -0.26
H -2.064579 2.508781 -3.708889 0.12 -0.12 -0.21
H -0.844000 -1.005396 -6.386863 0.14 0.03 0.43
H 1.459201 2.966935 0.253407 -0.12 -0.04 0.22
H 0.131266 3.321014 -6.313125 -0.22 0.35 -0.05
H 2.278400 -0.263431 4.003950 -0.06 -0.22 -0.17
H 1.149488 1.678193 4.343656 -0.14 0.05 -0.12
H -1.974328 -2.773862 0.467477 0.03 0.07 0.25
H 4.173398 -0.800362 0.831348 -0.04 0.19 -0.04
H -4.405427 -0.785896 2.219009 0.02 0.19 -0.08
H 1.818992 -1.082863 -5.858371 -0.29 0.08 0.29
H 3.041667 0.091006 -0.210335 -0.07 -0.12 0.26
H 1.441431 -2.720871 -0.185539 0.04 0.07 0.26
H -1.151969 -3.448292 1.895664 -0.17 0.16 -0.05
H -2.928240 -3.331281 1.862097 0.16 -0.07 -0.10
H -1.711649 -0.194668 4.651917 0.01 -0.20 -0.15
H -3.626718 -0.019657 0.814204 0.10 -0.05 0.20
H -2.452988 2.782874 2.302088 0.15 0.06 -0.03
H 2.718821 -3.312957 0.903444 -0.17 -0.01 -0.05
H 3.519170 0.765543 1.371391 -0.06 -0.19 -0.13
H -1.450504 4.235602 2.097178 -0.11 -0.13 -0.04
H 1.012005 -3.455030 1.382050 0.14 0.15 -0.11
H -2.362099 1.087371 -4.878427 0.40 0.00 0.43
H -2.112657 -2.329155 -4.397477 0.25 0.30 0.09
H -1.810340 3.199339 0.697402 0.19 -0.04 0.32
H 1.395532 4.167632 1.559054 0.13 -0.11 -0.09
H -2.578749 -1.744510 4.621261 0.14 0.06 0.15
H 2.418230 2.725020 1.732369 -0.14 0.06 -0.02
H 0.306056 3.236684 4.408947 0.03 -0.12 0.22
H -3.605695 0.795370 2.395394 0.06 -0.22 -0.09
H -0.284432 -3.066036 -2.565774 0.04 0.39 -0.11
H 2.152069 -2.237355 -3.410900 -0.36 0.22 -0.07
H 1.763870 1.103758 -1.606694 -0.49 0.19 -0.21
H -0.808307 -1.717550 4.473531 -0.17 0.12 -0.09
H 1.395344 -1.810122 4.036199 0.16 0.14 -0.14
H -0.611997 1.728298 4.561469 0.11 0.06 -0.15
```
Forces are in eV/Å.

For the largest force on an atom, the calculation gives 3.22 eV/A. The energy above the lowest of the compared OMol25 structures with the same formula, charge and spin comes out at 0.000 eV. As for the charge: -2. The calculation puts the LUMO energy (spin up / spin down) at 4.141 / 4.141 eV. Its HOMO energy (spin up / spin down) is 2.235 / 2.234 eV. Its spin multiplicity is 1. As for the HOMO-LUMO gap (spin up / spin down): 1.9 / 1.9 eV. As for the molecular weight: 560.824 u.

=====

[3]
This record from OMol25 describes C17H38BeCl5N2O6 as an isolated structure in a non-equilibrium geometry. The level of theory is the ωB97M-V functional and the def2-TZVPD basis.

XYZ file:
```
69
Properties=species:S:1:pos:R:3:forces:R:3
Cl -1.941028 6.427604 23.432304 2.08 3.49 -2.21
Cl -1.128206 10.356933 19.392338 -0.08 -0.54 0.15
Cl -7.370992 4.990442 20.809456 1.16 0.32 0.71
Cl -0.516702 7.603781 17.587589 0.05 -0.40 -0.05
Cl -5.775013 7.725156 19.458323 0.02 -0.14 0.25
O -1.974458 6.237082 22.027366 0.08 -0.73 0.15
O -2.980094 5.695614 24.064144 -1.75 -2.12 1.89
O -4.200822 2.668565 25.257224 -6.31 0.43 4.47
O -2.080364 7.847423 23.701303 -0.48 -0.64 0.79
O -0.662484 6.029209 24.008819 0.04 -1.50 0.68
O -3.119842 9.923857 28.059712 -0.05 -0.54 0.38
N -5.305514 2.680233 26.170719 7.46 -2.11 -1.66
N -2.214041 7.425720 26.914138 0.30 0.62 0.55
C -6.083303 1.435240 26.311114 -2.34 -0.61 -3.29
C -5.213234 0.311086 26.826398 2.21 -0.64 1.42
C -1.230374 8.669669 19.997115 -0.18 -0.91 -0.62
C -6.647992 1.064139 24.882497 1.66 1.46 -1.34
C -4.738648 4.913147 27.083041 -0.18 0.08 -0.24
C 0.152196 8.261123 26.930471 -1.18 -0.06 0.19
C -1.689115 7.647126 18.898841 -0.68 1.41 0.98
C -3.924175 11.058626 27.737190 0.70 0.26 -1.72
C -6.417235 3.556199 28.241858 -0.85 0.81 -0.21
C -1.320141 8.455489 27.582105 2.30 0.34 -2.42
C -5.075257 3.450039 27.443417 -2.43 3.05 -0.32
C -7.174138 2.276193 28.461108 1.47 -0.15 -0.05
C -7.341332 1.610669 27.079677 -1.56 0.20 3.08
C -1.947168 9.829267 27.270580 0.60 -0.37 1.77
C -5.868169 5.799868 21.468964 0.33 1.16 -1.44
C -4.948992 6.368386 20.301165 -1.16 -0.08 0.86
C -4.043630 2.880074 28.355709 1.66 -0.93 0.74
Be -1.526164 3.402960 25.045712 -0.10 1.14 -0.80
H -1.266252 8.163272 28.630818 -0.29 0.45 -0.01
H -4.728005 5.450597 28.031265 0.04 0.02 -0.02
H -5.313082 5.212944 22.200736 -0.05 -0.67 -0.53
H -4.072483 6.814300 20.771255 0.09 -0.31 -0.16
H -4.202789 0.305073 26.417679 -0.12 0.19 -0.48
H -1.210424 10.558896 27.606677 0.05 0.31 -0.07
H -4.715918 5.680304 19.488570 0.13 -0.26 0.53
H 0.476579 7.230229 27.072396 0.09 -0.05 0.49
H -7.100274 4.280304 27.797759 0.09 0.00 -0.76
H -7.671012 0.585928 27.250886 -0.25 -0.02 -0.19
H 0.920588 8.935813 27.307915 -0.35 -0.05 0.47
H -4.452191 2.516169 29.298446 -0.29 -0.40 -0.33
H -2.375060 7.590113 25.930706 0.31 0.52 -1.05
H -3.423184 2.102998 27.909281 0.05 0.07 0.11
H -1.909739 8.655993 20.849387 -0.11 0.06 -0.19
H 0.218540 8.363750 25.847341 -0.72 0.33 -0.14
H -3.796752 5.085766 26.562335 0.10 -0.36 -0.03
H -5.028523 0.384499 27.898124 -0.26 0.38 0.18
H -2.094552 9.981782 26.201415 -0.25 -0.17 -0.23
H -0.246375 8.367177 20.355375 0.02 0.20 -0.09
H -5.529194 5.347826 26.471338 0.02 -0.01 -0.04
H -4.824890 11.202031 28.334067 0.36 -0.56 0.13
H -8.167469 2.132983 26.597201 0.37 -0.03 -0.64
H -6.954016 1.998729 24.412390 -0.65 0.16 0.24
H -5.544821 -0.723476 26.737871 -0.90 0.38 -0.72
H -2.657438 7.945221 18.496864 0.15 0.38 -0.22
H -6.539110 1.674797 29.111619 -0.15 -0.48 0.07
H -6.164473 6.680611 22.038698 -0.45 -0.01 -0.19
H -7.470462 0.357079 24.774224 0.40 -0.13 0.68
H -8.044031 2.526905 29.068171 -0.38 -0.41 -0.56
H -4.133403 10.904376 26.678635 -0.91 0.25 -0.14
H -3.404208 3.696091 28.692409 0.19 0.03 -0.30
H -1.783884 6.514744 26.986220 -0.33 -0.40 0.32
H -3.109926 7.561975 27.360142 -0.59 -0.58 0.39
H -5.799273 0.864268 24.228406 -0.03 -0.92 0.07
H -3.333240 11.974082 27.708309 0.14 0.12 0.63
H -1.923607 6.677696 19.338521 0.81 -0.19 0.04
H -6.282903 4.052332 29.203059 0.90 -0.15 0.09
```
Forces are in eV/Å.

For the largest force on an atom, the calculation gives 7.93 eV/A. As for the charge: +2. As for the expectation value of S²: 0.96. The calculation puts the LUMO energy (spin up / spin down) at -10.956 / -11.240 eV. Its HOMO energy (spin up / spin down) is -13.289 / -13.289 eV. Its spin multiplicity is 2. As for the HOMO-LUMO gap (spin up / spin down): 2.3 / 2.0 eV. As for the molecular weight: 552.776 u.